[1]
Computed, not measured: a 8-piece molecular cluster, C22H61B3O11 overall, with ωB97M-V/def2-TZVPD.

```
97
Properties=species:S:1:pos:R:3:mulliken_charge:R:1
C 4.5150 1.7191 -0.1007 -0.41
O 5.6317 2.5006 -0.4508 -0.49
C 5.3348 3.5058 -1.4078 0.95
C 6.4546 4.5555 -1.4117 -0.21
C 6.0089 6.0113 -1.2084 -0.73
C 4.9065 6.2125 -0.1612 -0.96
C 3.4909 6.2882 -0.7514 -0.52
C 2.4492 5.6898 0.1880 -0.30
C 1.0120 5.7582 -0.3747 -0.79
B 0.8580 4.6240 -1.4311 0.29
O 0.6632 3.3030 -1.0156 -0.41
B 1.2430 2.2965 -1.7650 0.95
O 1.6228 2.5977 -3.0601 -0.66
B 0.9938 3.7066 -3.5847 0.61
O 0.9787 4.8388 -2.7979 -0.54
H 4.2912 0.9584 -0.8604 0.34
H 3.6227 2.3440 0.0464 -0.04
H 4.7385 1.2160 0.8404 0.35
H 5.2292 3.0435 -2.3994 0.37
H 4.3614 3.9432 -1.1568 -0.83
H 6.9504 4.4979 -2.3831 -0.46
H 7.1886 4.2503 -0.6635 0.34
H 6.8933 6.5687 -0.8860 0.43
H 5.7287 6.4610 -2.1651 0.30
H 5.0985 7.1361 0.3917 0.56
H 4.9479 5.4021 0.5758 0.39
H 3.2290 7.3218 -0.9938 0.62
H 3.4826 5.7150 -1.6854 0.10
H 2.7253 4.6440 0.3718 0.03
H 2.4992 6.1945 1.1573 0.40
H 0.8232 6.7464 -0.7995 0.31
H 0.3089 5.5860 0.4448 0.33
H 1.4190 1.2081 -1.3362 -0.20
H 0.4043 3.6643 -4.6153 -0.12
C -3.8025 0.7913 -1.4700 -1.26
C -2.7178 0.7741 -0.4149 0.03
O -1.4423 1.1854 -0.9219 -0.30
H -3.5277 0.1470 -2.3057 0.30
H -4.7440 0.4364 -1.0520 0.33
H -3.9531 1.8023 -1.8593 0.42
H -2.5678 -0.2318 -0.0371 0.11
H -2.9971 1.4097 0.4321 0.29
H -1.5107 2.0901 -1.2443 0.15
C 2.0306 -0.0416 1.3748 -0.47
C 0.8774 -0.9820 1.0750 -0.37
O -0.3783 -0.4328 1.4452 -0.54
H 2.0481 0.2080 2.4363 0.32
H 2.9863 -0.4962 1.1057 0.33
H 1.9234 0.8880 0.8119 -0.16
H 0.9820 -1.9021 1.6516 0.37
H 0.8724 -1.2497 0.0117 0.24
H -0.5151 0.3683 0.9210 0.23
C -4.7527 -3.3616 2.3469 -0.66
C -5.0606 -2.9670 0.9173 -0.34
O -4.0871 -2.0760 0.3784 -0.40
H -4.6884 -2.4771 2.9821 0.36
H -5.5250 -4.0253 2.7384 0.11
H -3.7911 -3.8775 2.4064 0.18
H -6.0111 -2.4375 0.8575 0.24
H -5.1337 -3.8607 0.2877 0.26
H -3.2317 -2.5178 0.4067 0.22
C -9.8471 -5.2150 3.8174 -1.15
C -8.5160 -4.6253 3.3941 -0.16
O -7.9909 -5.2514 2.2262 -0.46
H -9.7456 -6.2839 4.0058 0.29
H -10.2152 -4.7333 4.7241 0.34
H -10.5973 -5.0802 3.0345 0.34
H -7.7697 -4.7678 4.1752 0.30
H -8.6160 -3.5482 3.2195 0.27
H -8.6266 -5.1206 1.5155 0.27
C -3.0434 -6.9014 3.3501 -0.61
C -2.7257 -5.9945 4.5228 -0.29
O -1.9325 -6.6412 5.5143 -0.55
H -3.5594 -7.7996 3.6882 0.31
H -3.6751 -6.3921 2.6215 0.01
H -2.1298 -7.2182 2.8438 0.32
H -3.6393 -5.6897 5.0337 0.23
H -2.2184 -5.0859 4.1776 0.26
H -1.1080 -6.9165 5.1020 0.30
C 9.9983 5.8767 -4.4419 -1.05
C 8.7306 5.0933 -4.7224 -0.21
O 7.5552 5.8494 -4.4478 -0.48
H 10.0177 6.2068 -3.4029 0.27
H 10.8828 5.2674 -4.6320 0.34
H 10.0549 6.7630 -5.0785 0.31
H 8.6722 4.2166 -4.0775 0.26
H 8.7210 4.7473 -5.7615 0.30
H 7.5641 6.6294 -5.0115 0.28
C -4.6137 -8.6617 -1.3242 -1.18
C -4.1914 -7.8510 -0.1144 0.01
O -3.3579 -8.5878 0.7729 -0.49
H -5.1359 -9.5658 -1.0106 0.30
H -5.2746 -8.0817 -1.9700 0.34
H -3.7436 -8.9619 -1.9131 0.34
H -5.0607 -7.5619 0.4764 0.21
H -3.6838 -6.9326 -0.4326 0.20
H -2.5668 -8.8538 0.2935 0.28
```

## Properties
**Largest force on an atom**: 0.014 hartree/bohr
**SMILES**: COCCCCCCCB1OBOBO1.CCO.CCO.CCO.CCO.CCO.CCO.CCO
**E**: -48359.8374 eV
**HOMO level**: -9.57 eV
**Lowest unoccupied orbital energy**: 0.5124 eV
**Frontier orbital gap**: 10.1 eV



[2]
Computed, not measured: a 2-piece molecular cluster, C28H32N4O2 overall in a non-equilibrium geometry, with ωB97M-V/def2-TZVPD.

```
66
Properties=species:S:1:pos:R:3:nbo_charge:R:1
C -1.9138 4.5958 -4.0502 -0.26
O -2.9488 3.6195 -3.8013 -0.49
C -2.7393 2.6397 -2.8820 0.37
C -3.7882 1.6936 -2.7266 -0.28
C -3.5563 0.5447 -2.0187 -0.13
C -2.3335 0.2900 -1.3378 -0.19
C -2.2845 -0.9193 -0.5625 -0.02
C -1.4891 -1.3384 0.4657 -0.24
C -2.0512 -1.9989 1.6804 -0.21
N -1.7776 -1.2371 2.9938 -0.20
C -0.6085 -1.8669 3.7645 -0.24
C -0.4169 -1.1405 5.0797 -0.26
N -1.4132 -0.0441 5.2414 -0.38
C -1.2538 0.9229 4.1304 -0.26
C -1.5271 0.2672 2.7919 -0.25
C -2.7837 -0.6262 5.1959 -0.27
C -3.0104 -1.3775 3.9051 -0.23
C -0.0521 -1.5421 0.2348 0.56
C 0.4479 -2.9642 0.1690 -0.74
O 0.6933 -0.5546 0.1371 -0.55
C -1.3192 1.2697 -1.4594 -0.07
C -1.5297 2.4534 -2.1564 -0.33
H -2.3001 5.1805 -4.8874 0.21
H -1.7749 5.2401 -3.1727 0.18
H -0.9707 4.1138 -4.3403 0.20
H -4.7372 1.8921 -3.2213 0.23
H -4.3512 -0.1992 -1.9378 0.21
H -3.1879 -1.5312 -0.6861 0.19
H -3.1443 -2.0653 1.5955 0.22
H -1.6751 -3.0185 1.8464 0.22
H -0.8850 -2.9175 3.9348 0.22
H 0.2802 -1.7991 3.1251 0.24
H -0.5599 -1.8327 5.9204 0.22
H 0.5896 -0.7009 5.1282 0.23
H -1.9654 1.7433 4.2867 0.22
H -0.2318 1.3270 4.1502 0.23
H -0.6788 0.3673 2.1032 0.27
H -2.4446 0.6585 2.3260 0.23
H -2.8727 -1.3014 6.0565 0.22
H -3.5013 0.2012 5.2846 0.22
H -3.8569 -0.9568 3.3490 0.23
H -3.1528 -2.4514 4.0864 0.23
H -0.4005 -3.6512 0.1204 0.21
H 1.0270 -3.1348 -0.7406 0.30
H 1.0406 -3.2003 1.0632 0.23
H -0.3556 1.0803 -0.9880 0.25
H -0.7686 3.2448 -2.1755 0.23
C 3.2273 -1.7695 -0.5119 -0.60
C 2.8460 -1.1567 -1.8017 -0.43
C 1.9006 -1.7939 -2.6146 0.30
N 1.1186 -2.3467 -3.3002 -0.52
C 3.6563 -0.1277 -2.3658 0.14
C 4.5983 0.6118 -1.5763 -0.32
C 5.5196 1.4553 -2.1628 -0.13
C 5.5253 1.6498 -3.5503 -0.31
C 6.5004 2.5114 -4.1413 0.31
N 7.3327 3.1938 -4.6013 -0.40
C 4.5562 1.0068 -4.3381 -0.15
C 3.5910 0.1897 -3.7510 -0.29
H 4.0936 -1.2651 -0.0794 0.21
H 2.3920 -1.6102 0.1733 0.19
H 3.4391 -2.8551 -0.5787 0.18
H 4.6154 0.5014 -0.4881 0.20
H 6.2606 1.9633 -1.5464 0.21
H 4.5576 1.1363 -5.4264 0.21
H 2.8030 -0.2705 -4.3609 0.22
```

## Properties
**Largest force on an atom**: 0.070 hartree/bohr
**E**: -39604.2084 eV
**HOMO level**: -4.72 eV
**Energy above the lowest of the compared OMol25 structures with the same formula, charge and spin**: 8.2423 eV
**Lowest unoccupied orbital energy**: -1.0210 eV
**Frontier orbital gap**: 3.7 eV



[3]
Computed, not measured: C11H14BN7OZn as an isolated structure in a non-equilibrium geometry, with ωB97M-V/def2-TZVPD.

```
35
Properties=species:S:1:pos:R:3:nbo_charge:R:1
H 1.6663 -0.3577 3.2320 0.23
N 0.3625 -0.6725 1.5864 -0.43
B -1.3555 -1.5766 -0.0208 0.55
N -0.6168 -1.6125 1.3341 -0.34
C -0.7110 -2.4644 2.3680 0.00
Zn 0.8517 0.8575 0.1617 1.69
H -1.4286 -3.2704 2.3392 0.22
C 0.2261 -2.0879 3.3242 -0.36
H 0.4186 -2.5653 4.2690 0.23
C 0.8773 -0.9566 2.7935 -0.01
H -2.1231 -2.4803 -0.1472 -0.03
C 2.2261 2.7612 -1.5226 -0.78
H 3.0094 3.2450 -0.9306 0.24
H 1.3709 3.4370 -1.6093 0.22
H 2.6240 2.4874 -2.5102 0.21
N -0.2104 -1.6086 -1.0861 -0.30
N -2.0144 -0.1757 -0.1668 -0.32
N 0.7911 -0.6345 -1.1030 -0.49
N -1.2233 0.9631 -0.1352 -0.45
C 0.0122 -2.4970 -2.0667 0.02
C -3.2974 0.1659 -0.3817 0.01
H -0.6789 -3.3130 -2.1916 0.23
H -4.0567 -0.6012 -0.4453 0.23
C 1.1695 -2.1095 -2.7505 -0.36
C -3.3579 1.5495 -0.5030 -0.36
C 1.6249 -0.9403 -2.1168 -0.01
C -2.0375 2.0099 -0.3435 -0.01
H 1.6138 -2.6015 -3.5925 0.23
H -4.2302 2.1451 -0.6911 0.23
H 2.4876 -0.3190 -2.3364 0.22
H -1.6570 3.0213 -0.3726 0.22
H 1.9197 1.8140 -1.0015 0.10
O 2.0051 3.6463 3.0369 -0.60
C 1.9225 2.7995 2.2022 0.79
N 1.8196 1.9418 1.3779 -1.05
```

## Properties
**Largest force on an atom**: 0.047 hartree/bohr
**E**: -73209.7593 eV
**HOMO level**: -9.15 eV
**Energy above the lowest of the compared OMol25 structures with the same formula, charge and spin**: 0.0000 eV
**Lowest unoccupied orbital energy**: 0.4936 eV
**Frontier orbital gap**: 9.6 eV



[4]
Computed, not measured: a 2-piece molecular cluster, C6H16S overall in a non-equilibrium geometry, with ωB97M-V/def2-TZVPD.

```
23
Properties=species:S:1:pos:R:3:nbo_charge:R:1
C -0.1632 -2.9643 -0.2874 -0.63
C 0.6107 -1.7857 0.3043 -0.53
S 2.2093 -2.3133 0.9612 0.19
C 2.7754 -0.6892 1.4983 -0.75
H -0.7709 -2.6087 -1.1116 0.22
H -0.9419 -3.2909 0.4036 0.21
H 0.4954 -3.8133 -0.4027 0.22
H 0.8364 -1.0153 -0.4353 0.20
H 0.0471 -1.2152 1.0514 0.20
H 2.1322 -0.3250 2.3063 0.21
H 3.7908 -0.6869 1.8723 0.23
H 2.6705 0.0073 0.6652 0.21
C -2.1767 2.1647 0.2004 -0.61
C -1.5846 1.8129 -1.1649 -0.40
C -0.0745 1.6612 -1.1091 -0.61
H -1.4474 2.6739 0.8355 0.20
H -3.0385 2.8203 0.1530 0.21
H -2.4156 1.3061 0.8339 0.20
H -2.0441 0.8739 -1.4677 0.20
H -1.8961 2.5838 -1.8739 0.20
H 0.1325 0.6830 -0.6787 0.20
H 0.4871 1.6705 -2.0501 0.21
H 0.3661 2.4503 -0.5039 0.20
```

## Properties
**Largest force on an atom**: 0.032 hartree/bohr
**SMILES**: CCSC.CCC
**E**: -17316.2020 eV
**HOMO level**: -8.43 eV
**Energy above the lowest of the compared OMol25 structures with the same formula, charge and spin**: 0.6278 eV
**Lowest unoccupied orbital energy**: 0.9917 eV
**Frontier orbital gap**: 9.4 eV



[5]
Computed, not measured: one molecule with the formula C6H15B in a non-equilibrium geometry, with ωB97M-V/def2-TZVPD.

```
22
Properties=species:S:1:pos:R:3:nbo_charge:R:1
C 0.2317 1.7205 -2.1764 -1.02
B 0.3065 0.4209 -1.3415 0.65
C -0.0726 0.5533 0.2678 -0.52
C -1.5096 0.8973 -0.0565 -0.64
C 0.1358 -0.6688 1.2849 -0.18
C -0.3611 -1.9289 0.4768 -0.63
C 1.6839 -0.7204 1.7590 -0.61
H -0.8323 1.7589 -2.3512 0.25
H 0.7476 1.7485 -3.1366 0.24
H 0.4653 2.4371 -1.4343 0.23
H 0.3912 -0.6438 -1.8900 -0.09
H 0.5010 1.6190 0.6149 0.21
H -1.9705 0.5734 0.9143 0.22
H -1.9339 0.0937 -0.8079 0.20
H -1.8681 1.8557 -0.3742 0.23
H -0.4484 -0.4847 2.1161 0.19
H -1.4182 -1.9898 0.2066 0.21
H 0.1671 -2.0220 -0.4162 0.21
H -0.1886 -2.8439 0.9987 0.21
H 1.7205 -1.7426 2.0979 0.21
H 2.1843 -0.6780 0.8422 0.20
H 2.0685 0.0445 2.4056 0.22
```

## Properties
**Largest force on an atom**: 0.089 hartree/bohr
**SMILES**: CB[C@@H](C)C(C)C
**E**: -7139.4792 eV
**HOMO level**: -9.65 eV
**Energy above the lowest of the compared OMol25 structures with the same formula, charge and spin**: 1.9327 eV
**Lowest unoccupied orbital energy**: 0.8535 eV
**Frontier orbital gap**: 10.5 eV



[6]
Computed, not measured: C11H9KN3O2S3 as an isolated structure in a non-equilibrium geometry, with ωB97M-V/def2-TZVPD.

```
29
Properties=species:S:1:pos:R:3:nbo_charge:R:1
K -1.6173 0.0255 -2.6877 0.95
O 2.9970 -0.2048 -3.0623 -0.72
C 3.3513 -0.0816 -1.7677 0.42
C 4.7105 -0.0790 -1.4501 -0.32
C 5.1201 0.0592 -0.1384 -0.19
C 4.1812 0.1984 0.8787 -0.28
C 2.8333 0.1894 0.5707 -0.14
C 2.3942 0.0449 -0.7447 -0.23
C 0.9392 0.0171 -1.0885 0.59
O 0.5936 -0.0420 -2.3240 -0.85
N 0.1367 0.0498 -0.0514 -0.48
N -1.2215 0.0317 -0.3077 -0.41
C -1.9161 0.0406 0.7583 -0.08
S -3.6620 0.0667 0.7702 0.32
C -3.7660 -0.4822 2.5055 -0.53
C -2.6683 0.2193 3.2731 -0.55
S -1.1077 0.0348 2.3463 0.25
H 1.9980 -0.1624 -3.0574 0.51
H 5.4259 -0.1848 -2.2562 0.21
H 6.1785 0.0592 0.0942 0.20
H 4.5043 0.3127 1.9061 0.20
H 2.0829 0.2933 1.3418 0.24
H -3.6341 -1.5636 2.5308 0.21
H -4.7607 -0.2235 2.8662 0.23
H -2.5152 -0.2165 4.2607 0.22
H -2.8856 1.2826 3.3725 0.21
S -4.4185 0.1160 -2.9725 -0.54
C -6.0571 0.1044 -2.8345 0.08
N -7.2163 0.0950 -2.7320 -0.51
```

## Properties
**Charge**: -1
**Largest force on an atom**: 0.049 hartree/bohr
**E**: -68952.2327 eV
**HOMO level**: -4.78 eV
**Energy above the lowest of the compared OMol25 structures with the same formula, charge and spin**: 0.1127 eV
**Lowest unoccupied orbital energy**: 2.2951 eV
**Frontier orbital gap**: 7.1 eV



[7]
Computed, not measured: C3H6GdLiO5 as an isolated structure in a non-equilibrium geometry, with ωB97M-V/def2-TZVPD.

```
16
Properties=species:S:1:pos:R:3:mulliken_spin:R:1
H -3.4685 -0.9745 0.3012 0.02
C -2.6030 -0.6229 -0.2935 0.05
C -1.3749 -1.0872 0.4678 0.05
O -0.3641 -1.6284 -0.3521 0.09
Li -3.6763 2.0235 -0.4317 0.06
O -2.4772 0.7415 -0.5492 0.23
H -2.6914 -1.1663 -1.2545 0.00
H -1.5340 -1.6760 1.3836 -0.01
H -1.1025 -0.2025 1.0665 0.02
C 1.6802 -0.5102 0.0343 0.00
O 2.0231 0.0693 1.0877 0.00
O 2.5263 -1.4463 -0.4940 0.01
H 2.3662 -2.2576 0.0012 0.00
Gd 0.0386 2.2610 -0.5398 7.40
O 1.1924 0.2120 -0.9857 0.08
H -0.0107 -0.8748 -1.2185 0.00
```

## Properties
**Charge**: +1
**Largest force on an atom**: 0.132 hartree/bohr
**Expectation value of S²**: 20.348
**E**: -34474.6462 eV
**HOMO level (spin up / spin down)**: -10.37 / -13.05 eV
**Lowest unoccupied orbital energy (spin up / spin down)**: -4.5691 / -8.2441 eV
**Spin multiplicity**: 9
**Frontier orbital gap (spin up / spin down)**: 5.8 / 4.8 eV



[8]
Computed, not measured: one molecule with the formula C11H10O2S in a non-equilibrium geometry, with ωB97M-V/def2-TZVPD.

```
24
Properties=species:S:1:pos:R:3:nbo_charge:R:1
O 0.9308 -1.0429 2.5825 -0.54
C 0.8124 -0.8192 1.3866 0.59
C 1.3430 -1.7026 0.2754 -0.58
C 0.4574 -1.4299 -0.8962 0.09
C 0.3692 -2.1164 -2.0922 -0.22
C -0.5431 -1.7309 -3.0311 -0.21
C -1.3207 -0.6010 -2.7822 -0.19
C -1.1994 0.1748 -1.6235 -0.17
C -0.2969 -0.2275 -0.6966 -0.10
C -0.0128 0.2476 0.6459 0.10
O -1.0017 0.8744 1.4107 -0.50
C -0.5934 1.4110 2.5615 -0.06
C 0.9330 1.8406 2.3872 -0.56
S 1.2846 1.6629 0.6089 0.17
H 1.5172 -2.7274 0.5898 0.25
H 2.3311 -1.4399 0.0365 0.26
H 0.8646 -3.0306 -2.3169 0.21
H -0.6249 -2.3371 -3.8665 0.21
H -2.1631 -0.2096 -3.5067 0.22
H -1.7504 0.9886 -1.4883 0.22
H -0.5528 0.6435 3.2457 0.19
H -1.2585 2.1739 2.8962 0.19
H 1.1494 2.8468 2.5791 0.22
H 1.5403 1.2518 3.0415 0.23
```

## Properties
**Largest force on an atom**: 0.096 hartree/bohr
**SMILES**: O=C1Cc2ccccc2[C@@]12OCCS2
**E**: -26497.9000 eV
**HOMO level**: -8.97 eV
**Energy above the lowest of the compared OMol25 structures with the same formula, charge and spin**: 0.0000 eV
**Lowest unoccupied orbital energy**: 0.4109 eV
**Frontier orbital gap**: 9.4 eV